No. 1
DFT (ωB97M-V with the def2-TZVPD basis set) results for C28H34N8S2V as an isolated structure in a non-equilibrium geometry.

XYZ file:
```
73
Properties=species:S:1:pos:R:3:forces:R:3
V -0.04123 -0.35824 -0.31381 0.93 0.03 1.50
C -1.89729 0.66830 -2.39294 0.21 0.04 0.20
N -0.86274 1.29287 -1.52221 -0.22 0.09 -0.28
C -1.49889 2.40182 -0.77440 0.18 -0.23 -0.11
C -0.69321 2.83685 0.42109 -0.01 -0.18 -0.08
C -0.75412 4.14774 0.87470 -0.02 0.07 -0.01
C -0.04214 4.49383 2.00993 0.00 0.09 0.05
C 0.72299 3.52265 2.64210 -0.01 0.08 0.02
C 0.73538 2.25069 2.10533 -0.04 -0.18 -0.16
N 0.03542 1.89396 1.02055 -0.01 0.25 0.12
C 0.29500 1.72361 -2.34240 -0.33 -0.24 0.05
C 1.06890 0.51037 -2.81969 -0.43 -0.06 0.16
C 1.97862 0.60356 -3.85376 -0.02 0.18 -0.11
C 2.56510 -0.54913 -4.33857 0.16 -0.06 -0.14
C 2.20276 -1.76992 -3.79040 0.02 -0.02 -0.05
C 1.30926 -1.77909 -2.74298 -0.17 0.20 0.32
N 0.75763 -0.66062 -2.22925 0.68 -0.03 -0.98
C -2.68595 -0.35460 -1.62080 0.32 -0.03 0.15
C -4.01701 -0.59690 -1.90121 -0.05 0.11 -0.08
C -4.70162 -1.55204 -1.17217 -0.21 -0.04 -0.05
C -4.03147 -2.21968 -0.16284 -0.05 -0.04 0.05
C -2.70782 -1.91297 0.05984 0.25 0.20 -0.02
N -2.01000 -1.01713 -0.65743 -0.99 -0.18 -0.28
H -2.55797 1.43017 -2.81055 -0.05 0.04 -0.03
H -1.39945 0.18159 -3.22887 0.01 -0.07 -0.05
H -1.70013 3.24717 -1.43819 0.01 0.06 -0.03
H -2.45859 2.01940 -0.41726 0.02 0.01 0.06
H -1.34840 4.88075 0.34116 0.03 -0.03 0.04
H -0.07546 5.50724 2.39177 0.01 -0.05 -0.02
H 1.30548 3.74906 3.52575 -0.03 -0.01 -0.04
H 1.35113 1.47896 2.55700 -0.02 -0.01 -0.03
H -0.03193 2.29269 -3.21833 -0.04 0.10 -0.01
H 0.91883 2.37689 -1.74537 0.09 0.04 0.10
H 2.19756 1.56985 -4.29328 0.00 -0.05 0.02
H 3.27842 -0.49902 -5.15207 -0.03 -0.01 0.03
H 2.60385 -2.70089 -4.16637 0.00 0.03 0.02
H 1.02003 -2.70863 -2.27325 -0.02 -0.02 0.03
H -4.50681 -0.03022 -2.68344 0.00 -0.04 0.03
H -5.74460 -1.76220 -1.37811 0.07 0.02 0.00
H -4.51919 -2.96380 0.45313 -0.01 0.04 -0.04
H -2.17146 -2.39754 0.85735 0.01 0.03 0.01
N -3.07888 0.81157 1.86143 0.04 -0.04 0.01
C -2.75304 -0.12360 2.94590 -0.21 -0.10 -0.10
C -1.27916 -0.14419 3.26456 0.38 0.07 -0.14
N -0.44353 -0.80776 2.22444 -0.14 0.12 -0.02
H -2.94380 1.76194 2.19332 0.04 0.00 0.03
H -4.06662 0.74586 1.64024 -0.02 -0.06 0.01
H -3.07308 -1.12743 2.65355 -0.04 0.03 -0.05
H -3.28432 0.09610 3.87514 -0.06 0.07 0.05
H -1.13310 -0.61668 4.23720 -0.01 -0.08 0.03
H -0.92624 0.88277 3.36637 -0.02 -0.01 0.00
H -0.56445 -1.81344 2.31533 -0.04 0.02 -0.02
H 0.53260 -0.67084 2.47488 0.01 0.02 -0.01
C 2.82423 2.97031 -0.26603 0.07 -0.15 -0.04
C 3.23864 1.54820 -0.00542 -0.53 -0.08 -0.05
N 2.47799 0.46734 0.01229 0.26 -0.19 0.08
C 3.26230 -0.64864 0.29301 -0.75 -0.18 -0.07
C 4.57735 -0.40319 0.48532 0.34 -0.08 0.05
S 4.88134 1.24863 0.30114 0.44 0.23 0.11
C 2.67225 -2.00113 0.37051 -0.43 0.67 -0.03
C 3.39944 -3.13518 0.49698 0.29 -0.12 -0.04
S 2.37356 -4.47864 0.51173 0.26 -0.54 0.13
C 1.01934 -3.48630 0.37502 -0.37 0.37 -0.12
N 1.29324 -2.19495 0.30636 0.22 -0.11 -0.09
C -0.33933 -4.10870 0.29193 0.08 0.03 -0.05
H 1.76548 3.11576 -0.10010 -0.05 -0.01 0.00
H 3.06858 3.26106 -1.29013 0.01 -0.02 0.01
H 3.35365 3.65054 0.40032 0.07 -0.04 -0.02
H 5.36648 -1.09579 0.73570 -0.08 0.05 -0.04
H 4.47171 -3.24147 0.56070 -0.10 0.00 -0.02
H -0.26217 -5.17249 0.07463 0.04 -0.01 0.02
H -0.92108 -3.64737 -0.50355 0.01 0.01 -0.01
H -0.88468 -4.01451 1.23266 0.05 0.01 0.00
```
Forces are in eV/Å.

The HOMO energy (alpha / beta) is -0.466 / -0.504 Ha. The energy above the lowest of the compared OMol25 structures with the same formula, charge and spin is 8.54 kcal per mole. Its expectation value of S² is 3.758. As for the total charge: +2. Its multiplicity is 4.

Löwdin atomic charge list, values in e, 5 entries:
1. V 0.8301
2. C -0.0966
3. N -0.2207
4. C -0.0985
5. C -0.2841

---

No. 2
DFT (ωB97M-V with the def2-TZVPD basis set) results for C28H34N8S2V as an isolated structure.

XYZ file:
```
73
Properties=species:S:1:pos:R:3:forces:R:3
V 0.79792 -0.44014 0.37721 -0.52 0.26 0.26
C -2.38677 2.00305 -1.59922 -0.05 -0.02 0.00
N -0.99116 1.53116 -1.39443 -0.30 -0.14 -0.14
C -0.39585 1.13104 -2.66161 0.06 -0.03 0.19
C 1.04013 0.61909 -2.60332 -0.04 0.21 0.02
C 1.71172 0.57282 -3.82225 0.06 -0.06 -0.01
C 3.05059 0.23435 -3.87194 -0.14 0.01 0.06
C 3.70781 0.00941 -2.67112 0.05 0.02 -0.06
C 2.98214 0.07383 -1.50266 0.13 -0.04 -0.06
N 1.65687 0.31343 -1.44262 0.18 0.39 -0.78
C -0.21768 2.55812 -0.70164 0.01 -0.25 0.14
C -0.51257 2.44654 0.76724 -0.06 0.19 0.04
C -1.11026 3.49593 1.44897 0.05 -0.09 0.05
C -1.38122 3.36948 2.80092 0.06 -0.03 -0.07
C -0.99169 2.20177 3.43553 -0.04 0.07 0.04
C -0.37960 1.21443 2.68793 0.00 0.01 0.08
N -0.15923 1.29264 1.36886 -0.41 0.55 -0.01
C -3.52982 1.20798 -0.99333 0.14 -0.25 0.03
C -4.64604 0.89216 -1.75742 0.03 0.00 -0.02
C -5.73738 0.28934 -1.14668 0.01 0.07 -0.03
C -5.69286 0.05120 0.21623 0.01 -0.02 -0.11
C -4.53394 0.39238 0.89640 0.08 -0.06 0.10
N -3.46524 0.93591 0.31469 0.22 0.04 -0.01
H -2.57423 2.12026 -2.66943 -0.02 0.04 0.00
H -2.47768 2.99980 -1.16030 0.05 0.04 -0.07
H -0.37996 1.97059 -3.37279 -0.01 -0.02 -0.04
H -1.04289 0.37236 -3.11510 0.05 -0.03 0.01
H 1.17784 0.82276 -4.73003 -0.03 0.01 0.02
H 3.57166 0.18496 -4.81830 0.02 0.00 0.01
H 4.76627 -0.20739 -2.64221 0.00 0.03 0.05
H 3.48425 -0.07501 -0.55653 -0.07 -0.06 0.03
H -0.43526 3.56243 -1.08340 0.00 0.01 0.11
H 0.84564 2.37567 -0.83928 0.02 0.04 -0.06
H -1.36218 4.40412 0.91806 -0.01 -0.03 -0.03
H -1.86962 4.16860 3.34196 0.01 -0.01 0.03
H -1.15278 2.05940 4.49490 0.03 -0.03 -0.01
H -0.01217 0.32868 3.19106 -0.05 -0.02 -0.03
H -4.67503 1.13515 -2.81174 0.03 -0.03 -0.01
H -6.61040 0.03339 -1.73231 -0.02 0.00 0.04
H -6.53115 -0.38666 0.73975 0.02 0.01 0.01
H -4.46564 0.23470 1.96966 0.02 -0.03 -0.08
N -0.31207 -1.71185 1.86711 -0.08 0.01 0.11
C -0.79689 -2.96353 1.25631 -0.09 -0.13 -0.21
C -1.46391 -2.61729 -0.08082 0.09 -0.16 0.40
N -0.83095 -1.42100 -0.66493 -0.36 0.08 -0.35
H 0.13323 -1.92328 2.75517 -0.06 0.04 0.06
H -1.12267 -1.12707 2.06476 0.02 -0.07 0.22
H -1.51213 -3.48037 1.89964 0.05 0.00 0.00
H 0.04863 -3.63514 1.10687 0.06 0.10 0.04
H -2.52632 -2.44213 0.08142 -0.08 0.07 -0.07
H -1.37822 -3.46487 -0.75893 -0.04 0.04 -0.02
H -1.43039 -0.61051 -0.54941 -0.38 0.19 -0.26
H -0.69489 -1.55045 -1.65877 -0.10 0.10 -0.05
C 2.70854 2.35999 2.37475 -0.03 0.04 -0.01
C 2.85074 0.88585 2.54117 0.41 -0.09 0.30
N 2.42352 -0.04698 1.72607 0.34 -0.09 0.10
C 2.93724 -1.29300 2.06045 0.29 0.15 0.37
C 3.70941 -1.30046 3.17807 -0.05 0.00 0.05
S 3.83382 0.27594 3.82242 -0.21 0.01 -0.37
C 2.73046 -2.38865 1.11775 0.29 -0.48 -0.03
C 3.35740 -3.59497 1.11613 -0.15 -0.06 0.04
S 2.98203 -4.45386 -0.31092 -0.18 0.38 -0.01
C 1.99937 -3.14062 -0.84848 0.32 -0.44 0.05
N 1.94028 -2.15536 0.00779 0.46 -0.49 0.05
C 1.36677 -3.18343 -2.19923 -0.08 0.03 0.02
H 1.80010 2.62843 1.84691 -0.02 -0.02 0.01
H 3.55761 2.72912 1.79475 0.00 0.00 0.01
H 2.72987 2.86253 3.34060 -0.03 0.02 -0.01
H 4.22948 -2.12668 3.63534 -0.05 -0.03 -0.02
H 4.01621 -4.01086 1.86110 0.03 0.04 -0.02
H 2.03625 -3.67561 -2.90281 -0.03 0.01 -0.04
H 1.17224 -2.17479 -2.55920 0.06 0.02 -0.01
H 0.43274 -3.74886 -2.19079 0.01 0.00 0.01
```
Forces are in eV/Å.

The HOMO energy (alpha / beta) is -0.472 / -0.512 Ha. The energy above the lowest of the compared OMol25 structures with the same formula, charge and spin is 6.53 kcal per mole. Its expectation value of S² is 3.759. As for the total charge: +2. Its multiplicity is 4.

Löwdin atomic charge list, values in e, 5 entries:
1. V 0.7194
2. C -0.0978
3. N -0.1533
4. C -0.1311
5. C -0.2402

---

No. 3
DFT (ωB97M-V with the def2-TZVPD basis set) results for C28H34NRu as an isolated structure in a non-equilibrium geometry.

XYZ file:
```
64
Properties=species:S:1:pos:R:3:forces:R:3
C 1.44012 -1.80663 0.32575 -0.30 -0.42 -0.44
C 1.95152 -1.13273 -0.83365 -0.25 -0.54 -0.53
C 0.99842 -1.32783 -1.91935 0.77 -0.15 0.59
C -0.09318 -2.08293 -1.41545 0.24 -0.59 0.76
C 0.13732 -2.33023 -0.00165 0.72 -0.63 -0.86
Ru 0.00062 -0.00013 -0.12235 -0.97 0.35 -1.50
C -1.92478 1.73977 -1.90015 0.37 -0.07 -0.25
C -1.86238 1.18687 -0.45965 -1.58 -1.46 0.40
H -1.99328 1.97057 0.30065 0.41 -0.34 -0.12
C -2.19818 -0.15913 -0.04555 -0.99 2.15 -0.97
H -2.60918 -0.85903 -0.78535 0.51 0.26 0.31
H -2.62068 -0.30373 0.95755 0.59 0.02 -0.29
C -2.82618 2.99657 -1.94435 -0.07 0.04 0.24
H -2.39318 3.80587 -1.33135 -0.18 -0.28 -0.23
H -2.94888 3.37427 -2.97575 0.11 -0.22 0.45
H -3.82508 2.75387 -1.54105 0.36 0.11 -0.20
C -2.47238 0.68537 -2.88315 -0.02 -0.13 0.02
H -1.83188 -0.21123 -2.88505 -0.25 0.33 -0.03
H -3.49218 0.38427 -2.59015 0.35 0.12 -0.14
H -2.51098 1.07827 -3.91345 0.02 -0.13 0.46
C 3.34112 -0.57213 -0.98115 0.13 0.02 0.01
H 3.60232 0.10027 -0.14695 -0.03 -0.24 -0.28
H 4.08812 -1.38963 -0.99815 -0.33 0.36 0.02
H 3.44732 -0.00823 -1.92065 -0.05 -0.19 0.37
C 1.21242 -0.88783 -3.34065 -0.01 0.06 -0.11
H 1.76562 0.06387 -3.38975 -0.21 -0.34 0.03
H 1.79722 -1.64403 -3.89885 -0.26 0.29 0.25
H 0.25652 -0.74413 -3.86845 0.34 -0.06 0.16
C -1.21078 -2.69533 -2.20955 -0.10 -0.05 -0.11
H -1.33828 -2.20503 -3.18735 0.05 -0.25 0.35
H -0.98538 -3.76203 -2.39895 -0.12 0.43 0.06
H -2.17548 -2.65933 -1.67595 0.36 -0.05 -0.23
C -0.72498 -3.18633 0.88455 -0.06 -0.02 0.05
H -1.76958 -3.19783 0.53295 0.39 -0.01 0.13
H -0.36208 -4.23283 0.90415 -0.17 0.48 0.00
H -0.72538 -2.80993 1.92015 0.00 -0.17 -0.29
C 2.15222 -1.97253 1.63815 0.12 -0.07 0.07
H 1.44402 -2.12053 2.46855 0.27 -0.09 -0.33
H 2.82242 -2.85233 1.59855 -0.27 0.39 0.06
H 2.76482 -1.08913 1.87765 -0.10 -0.28 -0.10
C 0.56872 2.00677 -1.38905 0.04 1.43 0.10
C -0.49178 2.12077 -2.32515 0.57 -0.15 0.14
C 1.88502 2.39247 -1.71985 -0.18 -0.06 -0.37
C -0.16778 2.54547 -3.62705 0.18 -0.08 0.16
H 0.30942 1.97777 -0.28195 0.35 0.44 -1.13
C 2.17802 2.83037 -3.01435 -0.20 -0.23 0.16
H 2.66342 2.34717 -0.95275 -0.27 0.10 -0.31
C 1.14682 2.89607 -3.96815 -0.17 -0.08 0.29
H -0.95378 2.61817 -4.38615 0.31 0.00 0.30
H 3.19782 3.12457 -3.28245 -0.43 -0.11 0.11
H 1.36782 3.23707 -4.98535 -0.10 -0.14 0.43
N -0.02698 0.03647 1.94275 0.16 0.12 0.70
C -0.01838 0.05967 3.08015 0.00 0.32 1.20
C -0.00098 0.08837 4.49815 -0.26 -0.07 0.14
C -1.20208 0.20687 5.19055 -0.21 -0.05 0.64
C -1.19748 0.12007 6.58115 0.48 -0.05 -0.30
C 0.00312 -0.09663 7.26855 0.00 0.10 -0.58
C 1.20342 -0.18523 6.55485 -0.46 0.11 -0.17
C 1.20092 -0.07923 5.16715 0.41 -0.25 0.59
H -2.13468 0.35067 4.66055 0.05 -0.02 -0.03
H -2.12988 0.20807 7.11235 -0.10 0.00 0.13
H 0.00442 -0.19313 8.34795 -0.01 0.03 -0.09
H 2.13822 -0.34643 7.06635 0.07 0.01 0.11
H 2.12902 -0.16333 4.61695 -0.03 0.00 -0.02
```
Forces are in eV/Å.

The HOMO energy (alpha / beta) is -0.332 / -0.414 Ha. Its expectation value of S² is 6.027. As for the total charge: +1. Its multiplicity is 5.

Löwdin atomic charge list, values in e, 5 entries:
1. C -0.3047
2. C -0.2798
3. C -0.2525
4. C -0.2766
5. C -0.2996